Formula: C38H94MnO20
Source: the Open Molecules 2025 dataset
Level of theory: ωB97M-V/def2-TZVPD

Element x y z (Å)
Mn  0.16  0.08  -2.06
O  0.95  1.44  -1.18
C  0.64  0.80  0.04
C  0.05  -0.69  0.04
O  -0.35  -1.30  -1.17
H  -0.12  1.45  0.48
H  1.49  0.83  0.72
H  -0.71  -0.88  0.79
H  0.82  -1.36  0.45
C  -0.12  3.90  0.65
O  0.57  4.68  -0.43
C  0.88  3.94  -1.64
C  2.00  4.69  -2.44
O  3.30  4.34  -2.01
C  3.65  4.81  -0.71
H  -0.90  3.34  0.13
H  -0.48  4.64  1.37
H  0.47  3.15  1.18
H  0.01  3.77  -2.27
H  1.35  2.97  -1.47
H  1.81  5.76  -2.44
H  1.95  4.35  -3.47
H  2.96  4.56  0.10
H  3.53  5.89  -0.70
H  4.67  4.52  -0.46
C  0.58  -7.49  -0.15
O  1.00  -7.32  1.18
C  1.72  -6.12  1.53
C  0.90  -4.85  1.26
O  1.03  -4.35  -0.10
C  0.05  -3.41  -0.49
H  0.19  -8.47  -0.42
H  1.39  -7.31  -0.85
H  -0.09  -6.69  -0.45
H  2.66  -6.09  0.99
H  1.92  -6.24  2.59
H  1.32  -4.06  1.88
H  -0.10  -5.14  1.59
H  -0.92  -3.90  -0.52
H  0.24  -3.13  -1.52
H  0.07  -2.47  0.07
C  2.24  -1.90  -1.68
O  1.44  -0.96  -2.37
C  2.17  -0.47  -3.51
C  1.26  0.39  -4.37
O  0.49  1.24  -3.49
C  1.01  2.58  -3.46
H  1.57  -2.65  -1.26
H  2.77  -1.38  -0.88
H  2.97  -2.47  -2.27
H  2.48  -1.37  -4.03
H  3.02  0.09  -3.14
H  0.57  -0.28  -4.88
H  1.76  1.01  -5.11
H  0.33  3.14  -2.82
H  0.99  3.06  -4.44
H  2.01  2.73  -3.04
C  0.52  0.56  6.53
O  0.96  -0.09  5.37
C  1.81  0.58  4.53
C  1.90  -0.09  3.10
O  2.61  -1.30  3.17
C  2.33  -2.18  2.10
H  1.28  0.92  7.22
H  -0.21  -0.07  7.03
H  -0.10  1.40  6.22
H  2.82  0.45  4.91
H  1.54  1.63  4.41
H  2.43  0.65  2.50
H  0.89  -0.24  2.73
H  1.46  -2.78  2.36
H  3.23  -2.78  2.00
H  2.26  -1.78  1.08
C  0.32  1.58  2.93
O  -1.00  1.99  2.88
C  -1.69  1.81  1.69
C  -3.06  2.43  1.79
O  -2.91  3.77  2.05
C  -4.04  4.53  1.66
H  0.41  0.52  2.70
H  0.58  1.83  3.96
H  0.90  2.15  2.21
H  -1.79  0.74  1.48
H  -1.17  2.23  0.83
H  -3.71  1.95  2.52
H  -3.46  2.19  0.80
H  -3.83  5.59  1.79
H  -4.96  4.24  2.16
H  -4.36  4.51  0.62
C  -1.38  -0.35  4.73
O  -2.13  -1.25  3.87
C  -1.50  -1.40  2.59
C  -2.09  -2.40  1.53
O  -1.92  -3.75  1.89
C  -2.65  -4.68  1.12
H  -0.42  -0.04  4.31
H  -0.99  -0.80  5.65
H  -1.86  0.55  5.12
H  -0.46  -1.72  2.59
H  -1.42  -0.41  2.15
H  -1.51  -2.27  0.62
H  -3.13  -2.12  1.34
H  -2.63  -4.49  0.04
H  -3.71  -4.48  1.26
H  -2.36  -5.71  1.31
C  -7.52  -0.39  -1.32
O  -6.52  -0.33  -0.32
C  -5.45  -1.23  -0.47
C  -4.32  -1.10  0.58
O  -3.59  0.13  0.53
C  -2.37  -0.03  -0.25
H  -7.13  -0.09  -2.30
H  -8.37  0.24  -1.07
H  -8.03  -1.34  -1.48
H  -4.98  -1.11  -1.45
H  -5.76  -2.27  -0.47
H  -3.72  -2.01  0.59
H  -4.90  -1.09  1.50
H  -2.39  -0.40  -1.28
H  -1.71  -0.74  0.25
H  -1.84  0.92  -0.28
C  -1.56  2.44  -1.53
O  -1.18  1.24  -2.10
C  -1.68  1.01  -3.43
C  -1.60  -0.50  -3.57
O  -0.30  -1.01  -3.36
C  -0.15  -2.29  -3.98
H  -1.25  2.37  -0.49
H  -2.63  2.68  -1.61
H  -1.12  3.30  -2.04
H  -0.97  1.46  -4.13
H  -2.75  1.16  -3.57
H  -1.93  -0.71  -4.59
H  -2.23  -0.96  -2.81
H  -0.38  -2.17  -5.04
H  -0.73  -3.07  -3.49
H  0.89  -2.64  -3.92
C  3.68  -0.46  0.59
O  4.08  0.82  0.20
C  3.25  1.36  -0.83
C  4.12  2.33  -1.60
O  5.08  1.53  -2.26
C  5.91  2.36  -3.10
H  4.16  -0.84  1.50
H  3.92  -1.26  -0.11
H  2.63  -0.50  0.88
H  2.39  1.80  -0.31
H  2.86  0.61  -1.52
H  4.70  3.04  -1.02
H  3.52  2.95  -2.27
H  5.31  2.84  -3.87
H  6.67  1.79  -3.65
H  6.42  3.11  -2.50

Calculated values
Highest occupied orbital energy (alpha / beta) = -4.1 / -8.3 eV
Spin multiplicity = 6
Energy above the lowest of the compared OMol25 structures with the same formula, charge and spin = 0.0 kcal per mole
HOMO-LUMO gap (alpha / beta) = 0.1500 / 0.3005 hartree
LUMO level (alpha / beta) = 0.0 / -0.1 eV
Strongest force on any atom = 13.53 eV/A

Here are the Mulliken charges for atoms 1 to 2, given in e: Mn -2.68; O 0.48


Formula: C4H5NO2
Source: the Open Molecules 2025 dataset
Level of theory: ωB97M-V/def2-TZVPD

Element x y z (Å)
O  1.84  1.47  1.06
C  2.08  0.46  0.46
C  1.01  -0.52  -0.02
O  1.33  -1.55  -0.57
N  -0.26  -0.21  0.37
C  -1.44  -0.71  -0.26
C  -1.25  0.75  -0.05
H  3.11  0.12  0.22
H  -2.18  -1.23  0.34
H  -1.29  -1.07  -1.28
H  -1.25  1.20  -1.04
H  -1.70  1.31  0.76

Calculated values
SMILES = O=CC(=O)N1CC1
Highest occupied orbital energy = -10.0 eV
Spin multiplicity = 1
Energy above the lowest of the compared OMol25 structures with the same formula, charge and spin = 50.3 kcal per mole
HOMO-LUMO gap = 0.3573 hartree
LUMO level = -0.3 eV
Strongest force on any atom = 1.15 eV/A

Here are the natural (NBO) charges for atoms 1 to 2, given in e: O -0.47; C 0.35


Formula: C3H9N2
Source: the Open Molecules 2025 dataset
Level of theory: ωB97M-V/def2-TZVPD

Element x y z (Å)
C  -0.42  -1.59  -0.08
C  0.01  -0.17  0.15
C  -0.15  0.99  -0.53
N  0.00  1.19  -1.85
N  0.43  0.09  1.59
H  0.31  -2.13  -0.68
H  -0.50  -2.16  0.85
H  -1.39  -1.58  -0.57
H  -0.47  1.87  0.02
H  0.57  0.65  -2.47
H  -0.08  2.14  -2.17
H  -0.25  -0.10  2.32
H  1.36  -0.31  1.76
H  0.59  1.10  1.65

Calculated values
SMILES = C/C([NH3+])=C\N
Highest occupied orbital energy = -12.7 eV
Spin multiplicity = 1
Energy above the lowest of the compared OMol25 structures with the same formula, charge and spin = 36.2 kcal per mole
Charge = +1
HOMO-LUMO gap = 0.3372 hartree
LUMO level = -3.5 eV
Strongest force on any atom = 1.40 eV/A

Here are the natural (NBO) charges for atoms 1 to 2, given in e: C -0.66; C -0.02


Formula: C2H2N2O3
Source: the Open Molecules 2025 dataset
Level of theory: ωB97M-V/def2-TZVPD

Element x y z (Å)
C  0.25  -0.35  -0.13
C  -1.29  1.21  0.43
H  2.16  -0.44  -1.22
H  1.40  -1.93  -0.41
N  1.33  -0.94  -0.73
N  -0.53  -0.92  0.81
O  -1.39  0.20  1.30
O  -1.89  2.26  0.32
O  -0.05  0.90  -0.36

Calculated values
SMILES = Nc1noc(=O)o1
Highest occupied orbital energy = -9.7 eV
Spin multiplicity = 1
Energy above the lowest of the compared OMol25 structures with the same formula, charge and spin = 33.1 kcal per mole
HOMO-LUMO gap = 0.3717 hartree
LUMO level = 0.4 eV
Strongest force on any atom = 3.57 eV/A

Here are the natural (NBO) charges for atoms 1 to 2, given in e: C 0.64; C 0.96


Formula: H26NeO13
Source: the Open Molecules 2025 dataset
Level of theory: ωB97M-V/def2-TZVPD

Element x y z (Å)
Ne  -10.70  0.43  2.95
O  -12.82  -0.46  5.06
H  -12.00  -0.07  4.76
H  -13.17  -0.91  4.29
O  -9.94  1.06  6.49
H  -9.01  0.96  6.27
H  -10.05  0.54  7.28
O  -9.16  3.33  2.16
H  -9.68  2.75  1.61
H  -9.72  3.50  2.92
O  -7.88  -1.13  3.50
H  -7.66  -0.24  3.22
H  -7.59  -1.17  4.41
O  -14.36  1.62  5.59
H  -14.45  2.17  4.81
H  -13.79  0.90  5.32
O  -14.04  -0.63  2.32
H  -14.82  -1.15  2.15
H  -13.33  -1.27  2.35
O  -9.08  -2.39  1.25
H  -8.94  -1.68  0.63
H  -8.53  -2.18  2.00
O  -12.04  -2.59  2.23
H  -11.16  -2.68  1.88
H  -11.97  -2.86  3.15
O  -10.45  1.63  0.38
H  -9.73  1.06  0.11
H  -10.61  2.19  -0.38
O  -13.69  3.42  3.64
H  -12.88  3.52  4.14
H  -13.79  4.25  3.17
O  -13.26  1.29  0.45
H  -12.31  1.21  0.38
H  -13.50  0.65  1.12
O  -10.91  3.12  4.75
H  -10.63  3.91  5.21
H  -10.50  2.40  5.22
O  -6.98  1.38  2.67
H  -7.53  2.16  2.76
H  -6.26  1.66  2.10

Calculated values
Highest occupied orbital energy = -9.4 eV
Spin multiplicity = 1
Energy above the lowest of the compared OMol25 structures with the same formula, charge and spin = 14.8 kcal per mole
HOMO-LUMO gap = 0.3357 hartree
LUMO level = -0.3 eV
Strongest force on any atom = 1.03 eV/A

Here are the natural (NBO) charges for atoms 1 to 2, given in e: Ne 0.00; O -0.94


Formula: C6H14O
Source: the Open Molecules 2025 dataset
Level of theory: ωB97M-V/def2-TZVPD

Element x y z (Å)
C  2.55  -1.29  -0.65
O  1.20  -1.11  -0.31
C  0.83  0.24  -0.09
C  -0.67  0.32  0.17
C  -1.04  1.79  0.39
C  -1.43  -0.23  -1.04
C  -1.03  -0.49  1.43
H  3.11  -0.34  -0.65
H  2.63  -1.74  -1.65
H  3.03  -1.97  0.07
H  1.09  0.86  -0.96
H  1.38  0.64  0.78
H  -0.50  2.22  1.24
H  -2.11  1.90  0.59
H  -0.81  2.40  -0.50
H  -1.17  -1.28  -1.22
H  -1.19  0.34  -1.94
H  -2.52  -0.17  -0.88
H  -0.69  -1.53  1.32
H  -2.11  -0.50  1.59
H  -0.55  -0.07  2.32

Calculated values
SMILES = COCC(C)(C)C
Highest occupied orbital energy = -9.7 eV
Spin multiplicity = 1
Energy above the lowest of the compared OMol25 structures with the same formula, charge and spin = 14.8 kcal per mole
HOMO-LUMO gap = 0.3899 hartree
LUMO level = 0.9 eV
Strongest force on any atom = 0.26 eV/A

Here are the natural (NBO) charges for atoms 1 to 2, given in e: C -0.24; O -0.56


Formula: C4H45BNO20P2
Source: the Open Molecules 2025 dataset
Level of theory: ωB97M-V/def2-TZVPD

Element x y z (Å)
C  2.45  0.17  0.74
N  2.06  0.36  -0.69
C  2.02  1.80  -1.10
B  0.81  -0.40  -1.06
O  1.01  -1.73  -1.68
C  -0.73  0.08  -0.81
C  -1.57  -0.35  -2.16
O  -2.90  0.25  -1.90
P  -3.14  -0.06  -0.19
P  -5.03  1.08  -0.50
O  -4.83  1.95  -2.02
O  -4.91  2.37  0.69
O  -1.51  -0.60  0.24
H  2.50  1.18  1.31
H  3.54  -0.23  0.76
H  1.80  -0.58  1.32
H  1.03  2.35  -0.87
H  2.84  2.39  -0.53
H  2.29  1.90  -2.23
H  1.25  -1.51  -2.62
H  -0.82  1.22  -0.86
H  -1.11  -0.08  -3.18
H  -1.81  -1.49  -2.13
H  -3.64  -1.33  -0.62
H  -3.67  -0.45  1.12
H  -2.66  1.22  0.30
H  -5.22  1.38  -2.72
H  -4.15  2.93  0.39
O  3.68  -2.79  1.56
H  2.97  -2.59  0.94
H  3.22  -3.08  2.36
O  -3.93  4.75  -2.46
H  -4.12  3.81  -2.56
H  -4.75  5.13  -2.13
O  -5.67  -2.33  0.26
H  -6.33  -2.99  0.00
H  -5.79  -2.25  1.22
O  1.91  -2.90  3.82
H  1.06  -3.30  4.09
H  2.27  -2.54  4.64
O  -0.65  -1.51  4.24
H  0.05  -0.92  3.93
H  -1.34  -1.44  3.56
O  4.47  2.12  1.47
H  5.10  1.43  1.71
H  4.89  2.93  1.77
O  4.77  0.43  -2.78
H  4.96  -0.38  -3.27
H  3.88  0.29  -2.42
O  -3.65  -0.62  5.04
H  -3.72  0.24  4.61
H  -2.77  -0.93  4.79
O  -7.70  3.63  1.34
H  -7.79  4.50  0.93
H  -6.83  3.32  1.05
O  4.98  -2.68  -3.78
H  5.91  -2.87  -3.60
H  4.65  -3.50  -4.18
O  6.20  3.75  -0.41
H  7.13  3.56  -0.23
H  5.87  2.93  -0.81
O  3.61  -5.44  -4.10
H  3.79  -6.26  -4.59
H  2.72  -5.58  -3.75
O  1.07  0.92  3.70
H  0.61  1.75  3.86
H  1.97  1.20  3.47
O  6.44  -3.35  3.15
H  5.79  -3.03  2.51
H  6.77  -4.17  2.76
O  -7.06  2.35  -3.93
H  -7.88  1.93  -3.63
H  -6.66  2.70  -3.12

Calculated values
Highest occupied orbital energy = -3.9 eV
Spin multiplicity = 1
Charge = -1
HOMO-LUMO gap = 0.2075 hartree
LUMO level = 1.8 eV
Strongest force on any atom = 3.44 eV/A

Here are the Mulliken charges for atoms 1 to 2, given in e: C -0.72; N 0.40